# 1
Formula: C6H16Li2NO7
Source: OMol25
Level of theory: wB97M-V/def2-TZVPD

Values from the calculation:
LUMO energy = 1.84 eV
Charge = -1

```
32
Properties=species:S:1:pos:R:3:forces:R:3:mulliken_charge:R:1
O -0.157 -1.837 -0.474 1.0910 0.5588 -0.0817 -0.7983
O -2.707 2.282 2.368 0.4081 -0.3962 -0.4373 -0.6285
O -1.640 2.326 -3.297 0.2199 0.2811 -0.4080 -0.4967
O -1.390 0.616 1.892 0.4810 0.1321 -0.3810 -0.6165
O 2.396 0.099 0.184 0.0209 -1.2311 -0.6972 -0.8356
O -3.477 0.573 1.274 0.9055 0.5003 0.0579 -0.6075
O -0.440 1.172 -1.021 -0.1371 0.1861 -0.8464 -0.2877
N -2.518 1.176 1.820 -1.2746 -0.3081 0.4717 0.8069
C 2.563 -0.650 2.483 0.4303 0.0810 0.4356 -0.7146
C -1.745 -3.666 -0.366 -0.7347 -0.2369 0.9597 -1.1405
C 3.006 0.347 1.421 -1.2446 0.5959 -0.6311 -0.4718
C -0.638 3.065 -2.599 -0.7328 -0.7448 0.9038 -0.7679
C -0.700 -2.824 0.332 1.7275 -0.3229 0.4188 -0.1430
C 0.260 2.146 -1.763 0.5978 1.7175 0.4705 -0.2128
Li 1.929 -1.460 -1.079 -1.1231 0.8200 1.5347 0.8179
Li 0.114 -0.038 0.461 -0.1213 -0.4133 -0.1958 0.8216
H 3.056 -0.461 3.445 -0.0305 0.1097 -0.0127 0.3538
H 4.104 0.444 1.428 0.1401 -0.3667 -0.3665 0.2999
H -2.454 -3.033 -0.900 0.1692 -0.0805 -0.2979 0.2865
H -1.218 3.676 -1.901 0.0706 0.1711 -0.1461 0.3729
H -1.368 1.454 -1.017 0.0520 -0.4859 0.1100 0.2199
H -0.045 3.717 -3.242 0.0550 -0.0183 -0.0772 0.3514
H 1.086 1.813 -2.400 -0.2954 -1.0077 0.2021 0.3024
H -1.226 1.832 -4.013 -0.0049 -0.0817 0.1225 0.2998
H 2.650 1.359 1.677 0.2020 0.0086 0.6783 0.1982
H -2.332 -4.206 0.391 0.0120 0.0138 -0.0414 0.3396
H 0.749 2.798 -1.021 0.1649 0.0493 -0.2618 0.2395
H -1.289 -4.448 -0.974 -0.0247 0.3093 -0.4439 0.2473
H -0.984 -2.464 1.339 -0.8564 0.3879 -0.4093 0.2266
H 2.840 -1.671 2.206 -0.1436 -0.0081 -0.1773 0.1702
H 1.489 -0.596 2.664 -0.0510 -0.0858 -0.1234 0.1750
H 0.089 -3.541 0.680 0.0268 -0.1345 -0.3294 0.1920
```
Positions in Å, forces in eV/Å.

# 2
Formula: C37H43HfNO2P
Source: OMol25
Level of theory: wB97M-V/def2-TZVPD

Values from the calculation:
LUMO energy (alpha / beta) = -2.96 / -2.96 eV
Relative energy (zero: lowest compared OMol25 entry of this formula, charge and spin) = 4.3456 eV
Charge = +1

```
85
Properties=species:S:1:pos:R:3:forces:R:3:mulliken_charge:R:1
Hf 0.000 0.000 0.000 1.0009 -2.2320 2.0521 1.5420
P 0.991 -1.582 3.749 -0.4269 -0.6976 -3.6570 1.4244
O 0.709 -1.670 -7.415 -0.0451 0.1476 0.0313 -0.3713
O -0.080 0.049 -2.227 0.1337 -0.3865 0.5514 -0.7591
N 0.651 -1.720 2.003 1.3285 0.0011 4.0956 -1.0182
C 0.413 -0.970 -9.654 -0.0705 0.0285 -0.0672 -0.6065
C -0.253 -0.643 4.876 0.4174 0.5338 -0.0064 0.0179
C 0.934 -4.260 6.841 0.0078 0.2486 -0.3669 -0.8220
C -1.925 0.716 1.211 -0.3288 -0.0830 0.5810 -1.2735
C 0.522 -4.410 4.060 0.0488 -0.1811 0.6178 -0.2785
C 0.605 -5.476 6.253 -0.0855 -0.0139 -0.5532 -0.4427
C 1.058 -3.127 6.046 -0.1316 -0.2311 -0.3082 -0.1813
C 1.393 -2.603 -8.260 0.0520 -0.2122 -0.0132 -0.4622
C 3.702 -1.882 4.746 0.1086 0.5517 -0.1502 -1.0593
C -1.468 -0.459 1.853 -0.9124 0.9094 0.5242 0.3665
C -1.608 -1.524 0.953 -1.1159 -0.3921 -0.7635 -0.7358
C -0.832 2.284 -2.996 0.1085 0.0198 0.1058 -1.5822
C -2.178 0.726 6.432 0.2637 -0.0671 -0.1439 -0.5412
C 0.853 -3.190 4.650 0.2351 0.1014 0.2674 0.1153
C 3.122 0.398 4.208 0.1511 -0.6078 0.2085 0.3596
C 2.350 0.553 0.130 0.0421 -0.2531 -0.0445 -2.2795
C 5.302 -0.091 5.112 -0.1688 -0.2651 -0.0474 -0.5600
C 4.965 -1.444 5.172 -0.4697 0.4234 -0.2982 -0.7611
C 0.256 -0.560 -8.199 0.0125 0.0225 0.0427 -0.3594
C -0.916 1.281 6.234 -0.1542 -0.3894 -0.1466 -0.8081
C -2.053 0.199 -3.686 -0.0409 -0.0803 0.1067 -1.6205
C 0.420 0.409 -4.264 0.0162 -0.0571 -0.1852 -0.5444
C 0.399 -5.556 4.869 0.1581 0.6242 0.3557 -0.6436
C -0.725 0.821 -3.325 -0.3046 0.1903 -0.5720 1.4039
C 0.042 0.603 5.472 -0.9684 -0.4257 -0.1304 -0.3740
C 1.801 0.494 1.431 1.1681 0.9478 0.8199 0.5388
C 0.872 1.548 1.547 0.3364 0.0241 0.5284 0.2351
C -2.483 -0.514 5.874 0.3842 0.0689 -0.1365 -0.7132
C -1.534 -1.193 5.108 0.3560 0.3143 -0.0553 0.1206
C 0.814 2.229 0.310 -0.0066 0.4728 -0.4617 -1.3666
C 0.913 -0.498 -3.145 0.2233 -0.0433 -0.2216 -0.5803
C -2.122 -1.015 -0.254 -0.5973 -0.4028 0.0889 -0.7582
C 4.381 0.830 4.625 -0.2749 -0.5724 -0.0359 -1.0807
C 1.623 -1.894 -9.585 0.0712 0.0081 0.0014 -0.5136
C -2.328 0.377 -0.091 -0.3435 0.4719 -0.7572 -0.1620
C 2.747 -0.973 4.250 -0.3258 0.4694 0.5336 0.7274
C 1.750 1.621 -0.549 -0.0513 0.5716 -0.4042 -0.1984
H -1.952 1.704 1.637 -0.0626 0.0605 0.0803 0.5565
H 0.112 -0.087 -5.180 0.0423 -0.0883 -0.0101 0.1230
H 0.771 -3.495 -8.394 -0.0226 0.0643 0.0315 0.2651
H 0.303 1.787 2.427 -0.0455 0.0267 0.1316 0.8965
H -1.060 -0.522 2.848 -0.5119 0.1839 -0.4699 0.3595
H -3.465 -0.944 6.030 0.0882 -0.0506 -0.0349 0.4450
H 2.448 1.161 3.851 -0.1765 -0.0450 -0.0677 0.2435
H 1.921 -0.332 -2.779 0.1433 0.1146 0.0726 0.3041
H 0.185 3.072 0.077 0.0170 0.1239 -0.0093 0.4893
H 0.556 -0.119 -10.318 0.0046 0.0215 0.0094 0.3414
H -2.273 -1.583 -1.153 -0.1892 -0.0771 -0.1373 0.5351
H 0.983 1.089 5.357 0.5969 -0.0004 -0.1448 0.3671
H -0.679 2.247 6.667 0.0471 -0.1102 -0.0255 0.4529
H -1.978 -0.886 -3.705 0.0330 -0.1035 -0.0956 0.4139
H 3.481 -2.936 4.816 -0.1249 -0.0757 -0.0313 0.4957
H 2.544 -1.311 -9.552 0.0355 0.0272 0.0106 0.2669
H 3.054 -0.146 -0.280 0.2767 -0.0925 -0.0276 0.5061
H 4.633 1.880 4.579 -0.0258 0.0436 -0.0149 0.4532
H 5.683 -2.154 5.557 -0.0272 -0.0960 -0.0112 0.4327
H 2.047 -0.232 2.186 0.3059 0.5718 -0.7380 0.3358
H 1.690 -2.584 -10.424 -0.0132 -0.0193 0.0070 0.3327
H 0.139 -6.505 4.425 -0.0182 -0.0485 -0.0835 0.4227
H 0.868 0.320 -7.971 0.0524 -0.0067 0.0048 0.2686
H 0.349 -4.475 2.996 0.0500 0.0930 -0.0953 0.3953
H -1.336 2.806 -3.809 -0.0145 -0.0309 -0.0438 0.5119
H -2.358 0.537 -4.677 0.0356 0.0439 -0.0083 0.4874
H 0.757 -1.563 -3.280 -0.1146 -0.1066 -0.0958 0.3422
H 1.933 1.892 -1.574 0.0449 0.0893 -0.0927 0.7085
H -0.775 -0.334 -7.924 -0.0630 -0.0287 0.0005 0.2787
H -1.798 -2.148 4.669 0.0571 -0.0502 0.0116 0.4760
H -1.291 -2.537 1.119 0.0283 -0.0135 0.1078 0.5549
H 0.503 -6.356 6.879 -0.0085 0.0131 -0.1499 0.3914
H 1.096 1.226 -4.503 0.0451 0.0162 0.0209 0.3921
H -2.917 1.260 7.016 0.0174 -0.0518 -0.0129 0.3987
H -1.408 2.436 -2.086 -0.1396 0.0205 0.0698 0.1800
H 1.087 -4.183 7.912 -0.0059 -0.0391 -0.0872 0.4094
H 6.277 0.248 5.442 -0.0410 -0.0745 0.0048 0.3931
H 2.318 -2.907 -7.769 -0.0042 0.0295 0.0157 0.2653
H 1.304 -2.185 6.525 -0.0105 -0.0076 -0.1137 0.4185
H -0.465 -1.520 -9.993 -0.0344 -0.0219 0.0106 0.2826
H -2.746 1.056 -0.812 -0.0942 0.0399 -0.0653 0.7814
H -2.832 0.476 -2.982 -0.0958 0.0387 0.0883 0.2851
H 0.146 2.735 -2.857 0.1210 0.0593 0.0026 0.3466
```
Positions in Å, forces in eV/Å.

# 3
Formula: C9H14F3N2O4S
Source: OMol25
Level of theory: wB97M-V/def2-TZVPD

Values from the calculation:
LUMO energy = 2.97 eV
Charge = -1

```
33
Properties=species:S:1:pos:R:3:forces:R:3:mulliken_charge:R:1
S 0.465 -0.653 1.426 2.7074 -1.5206 -0.5685 0.9710
F -2.064 -0.111 0.705 0.9460 0.4023 1.2357 -0.2129
F -1.639 0.223 2.883 0.4565 0.0301 -1.8538 -0.2451
F -0.953 1.676 1.367 -0.2276 -1.5517 0.0997 -0.2267
O 2.231 3.425 2.546 0.1403 0.8058 0.4608 -0.4653
O 0.359 -1.935 2.150 -0.8635 1.3573 -0.2555 -0.6914
O 0.645 -0.863 -0.023 -0.7502 0.7212 1.3908 -0.6544
O -4.620 -0.558 -2.764 0.2116 0.0467 -0.1647 -0.4328
N 1.318 1.310 3.170 0.0993 0.8083 -0.1348 -0.4985
N 4.246 0.284 2.361 0.4068 -0.9160 -0.6786 -0.3719
C 2.979 -0.456 2.660 -1.0024 1.1204 -0.3768 -0.3918
C 5.216 -0.550 1.600 0.2649 0.5944 -0.1446 -0.7498
C -2.342 0.001 -2.409 0.1982 -0.2365 0.1363 -0.3534
C -3.742 0.098 -1.834 -0.2087 0.1854 0.0967 -0.3120
C -3.908 -0.795 -3.984 -0.1245 -0.2064 0.0819 -0.4319
C -1.132 0.339 1.605 -0.8225 0.8446 0.6614 0.5914
C 1.789 2.410 2.899 -0.5214 -1.3794 -0.6065 0.7500
C 1.807 0.417 2.022 -0.1279 -1.1182 0.6263 -0.4899
C -2.618 0.001 -3.901 -0.0084 0.2453 -0.2010 -0.6069
H -3.708 -1.871 -4.053 0.0494 0.0037 -0.1014 0.2668
H -3.827 -0.375 -0.856 -0.1081 -0.0250 -0.1040 0.2310
H 5.111 -1.624 1.893 0.3003 0.9050 -0.2393 0.3147
H -1.882 -0.946 -2.116 0.0437 0.1111 0.0620 0.2139
H -2.788 1.026 -4.247 0.0073 -0.0477 -0.0360 0.2788
H -4.530 -0.502 -4.833 -0.0753 -0.0256 0.0715 0.2824
H -1.692 0.811 -2.081 -0.0196 -0.0782 0.0289 0.3451
H 6.258 -0.166 1.812 -0.9307 -0.6618 -0.2198 0.2519
H 2.966 -1.498 2.249 0.1494 0.8258 0.3605 0.4571
H 4.013 1.054 1.723 -0.2346 -0.4065 0.5230 0.2856
H -1.812 -0.430 -4.497 -0.0392 -0.0076 0.0294 0.3263
H -4.065 1.141 -1.748 0.0516 0.0188 0.0723 0.2156
H 5.042 -0.442 0.489 0.1818 -0.4208 0.8999 0.2517
H 2.878 -0.446 3.785 -0.1498 -0.4244 -1.1518 0.1017
```
Positions in Å, forces in eV/Å.

# 4
Formula: C5H12N3OS
Source: OMol25
Level of theory: wB97M-V/def2-TZVPD

Values from the calculation:
LUMO energy (alpha / beta) = -5.34 / -5.34 eV
Relative energy (zero: lowest compared OMol25 entry of this formula, charge and spin) = 3.2503 eV
Charge = +1

```
22
Properties=species:S:1:pos:R:3:forces:R:3:mulliken_charge:R:1
S -0.567 0.897 -0.121 4.6856 2.4268 0.3172 0.7747
O -1.132 2.170 -0.505 0.0647 -0.6003 -0.2376 -0.5763
N 0.430 1.249 1.254 -0.6918 -0.9661 -0.2852 -0.3075
N 1.389 0.248 -1.102 -3.1357 -0.1678 -0.5249 -0.6115
N 3.491 0.020 -0.297 -2.4127 -0.4440 -2.8822 -0.3585
C 2.192 0.260 -0.129 -0.2009 1.1811 -1.0667 0.8856
C -2.568 -0.143 -1.301 1.5805 2.4795 -4.0269 -1.2632
C 1.735 0.672 1.218 0.4728 -1.6716 1.9630 -0.7364
C -1.958 -0.336 -0.003 3.4008 -0.1460 0.7114 0.2053
C -1.348 -1.684 0.231 -0.6355 -2.6074 -0.7964 -1.1144
H 4.059 0.086 0.431 3.0549 0.3310 3.7011 0.1597
H 3.848 -0.348 -1.148 0.0988 -0.1804 -0.5539 0.2440
H -2.884 0.960 -1.528 0.7083 -2.1378 0.4375 0.3993
H 0.574 2.231 1.494 -1.2843 0.0366 -0.5563 0.3675
H -0.667 -1.953 -0.706 -1.3889 0.3150 2.1855 0.3260
H 2.429 1.409 1.671 -0.1809 -0.7300 -0.1760 0.4266
H 1.807 -0.348 1.734 -0.2022 1.4839 0.0932 0.2690
H -2.401 0.083 0.846 -1.4273 0.5103 1.2897 0.4268
H -3.429 -0.692 -1.272 -2.4102 -1.6218 -0.3651 0.4522
H -0.810 -1.844 1.234 -0.8527 0.3559 -1.5972 0.3393
H -2.331 -2.383 0.200 2.5255 1.1246 0.1518 0.3541
H -1.859 -0.556 -2.202 -1.7688 1.0284 2.2179 0.3377
```
Positions in Å, forces in eV/Å.

# 5
Formula: C5H11NO
Source: OMol25
Level of theory: wB97M-V/def2-TZVPD

Values from the calculation:
SMILES = CNCCCC=O
LUMO energy = 1.02 eV
Relative energy (zero: lowest compared OMol25 entry of this formula, charge and spin) = 1.8660 eV
Charge = 0

```
18
Properties=species:S:1:pos:R:3:forces:R:3:mulliken_charge:R:1
O -2.359 0.149 -2.114 -0.0336 0.2920 0.0184 -0.4889
N 1.582 0.143 0.421 -0.1661 -0.4457 0.0953 -0.2813
C -1.340 0.734 0.018 -1.0496 0.2890 -0.6017 -0.3262
C -0.775 -0.006 1.199 0.5899 0.8674 2.0511 -0.7713
C 0.559 -0.725 0.984 -0.2070 -0.1845 -1.2551 -0.6973
C 1.918 0.008 -1.000 0.3875 -0.3431 1.1006 -0.7802
C -1.824 -0.188 -1.094 0.2228 -0.0698 0.2558 -0.0626
H -1.632 -1.268 -0.919 -0.0464 -0.0278 0.0945 0.3449
H -2.173 1.386 0.318 -0.2336 -0.5026 0.0789 0.3715
H -1.535 -0.589 1.717 -0.1315 -0.7947 -0.5923 0.3792
H -0.613 0.692 2.044 0.2150 0.3204 -0.5578 0.3444
H 1.504 1.073 0.775 0.0309 0.4997 -0.1416 0.2604
H 2.902 -0.470 -1.041 0.0085 0.1723 -0.4565 0.2764
H 0.954 -1.230 1.862 -0.3519 0.0637 0.3711 0.3167
H 1.223 -0.677 -1.484 -0.1638 0.2369 -0.2511 0.2630
H 1.955 0.975 -1.494 -0.0729 -0.0120 -0.1936 0.2978
H -0.724 1.504 -0.434 0.8179 -0.1885 -0.1098 0.2600
H 0.378 -1.511 0.243 0.1839 -0.1729 0.0936 0.2934
```
Positions in Å, forces in eV/Å.

| no. | E (Eh) |
| --- | --- |
| 1 | -834.7115 |
| 2 | -2029.9640 |
| 3 | -1459.5393 |
| 4 | -835.0050 |
| 5 | -327.0628 |